No. 1
ORCA calculation (wB97M-V/def2-TZVPD) on a 15-piece molecular cluster, C16H62O14PS overall at a distorted geometry.

Geometry (Å):
S: -0.704 -1.499 2.353
P: -2.116 -2.367 1.241
O: 1.818 -0.319 -0.199
O: 0.330 -7.899 -2.873
O: -1.361 -2.506 6.259
O: 2.800 -0.133 -3.221
O: 0.818 -3.318 -1.797
O: -1.461 -2.143 -3.697
O: 1.915 3.477 -0.646
O: 0.419 5.908 0.858
O: 5.502 4.708 -2.422
O: 5.759 6.386 1.483
O: -4.899 0.137 6.095
O: -3.116 4.943 1.137
O: -4.674 -3.971 0.226
O: 3.200 -3.100 -3.988
C: 3.938 0.702 -3.093
C: -5.878 0.195 7.118
C: 0.513 -4.479 -2.540
C: -2.833 -1.020 -0.945
C: 4.174 -3.446 -3.021
C: -2.397 -2.960 -4.372
C: -0.630 -8.583 -2.082
C: 6.524 4.614 -1.431
C: -1.987 -1.232 6.116
C: 6.091 7.425 2.394
C: 0.750 0.428 -0.767
C: -5.416 -4.684 1.198
C: 2.946 3.075 0.247
C: -1.945 -2.173 -0.457
C: -0.634 6.660 0.266
C: -4.188 5.666 0.550
H: -6.362 -0.773 7.275
H: -5.363 0.477 8.034
H: -3.221 -3.125 -3.680
H: 0.016 5.297 1.482
H: -3.753 6.348 -0.178
H: -5.878 -3.943 1.846
H: 5.199 7.867 2.846
H: 1.407 -0.910 0.444
H: 3.743 -3.454 -2.015
H: -2.748 -0.931 -2.027
H: 3.801 3.761 0.184
H: 2.092 0.386 -3.609
H: -6.648 0.945 6.908
H: 4.531 -4.447 -3.261
H: 0.821 -8.545 -3.384
H: 6.672 8.217 1.912
H: -5.327 -0.119 5.274
H: 0.160 -3.218 -1.088
H: -2.860 -1.214 6.759
H: 2.888 -2.217 -3.759
H: 4.299 1.061 -4.063
H: -1.331 5.999 -0.248
H: 1.174 1.114 -1.499
H: 3.724 1.563 -2.452
H: 4.748 4.189 -2.128
H: 0.248 1.010 0.012
H: -4.885 5.003 0.031
H: -0.160 -9.277 -1.378
H: -4.738 6.253 1.292
H: -3.343 -1.824 1.703
H: 1.220 -4.532 -3.366
H: -1.349 -9.133 -2.697
H: -2.791 -2.483 -5.278
H: 7.366 5.209 -1.779
H: -3.483 4.333 1.781
H: 3.252 2.072 -0.041
H: -0.719 -1.984 -4.286
H: 1.614 4.358 -0.396
H: 0.027 -0.236 -1.250
H: -2.297 -1.073 5.082
H: 5.028 -2.758 -3.037
H: 0.606 -5.390 -1.939
H: -1.970 -3.932 -4.646
H: -2.237 -3.121 -0.922
H: 5.220 6.767 0.786
H: -1.178 7.233 1.021
H: 6.849 3.579 -1.301
H: 4.718 0.106 -2.627
H: -0.505 -4.426 -2.944
H: -3.891 -1.141 -0.675
H: -0.192 7.349 -0.450
H: -1.164 -7.825 -1.515
H: -4.234 -4.595 -0.355
H: -0.612 -2.513 5.655
H: 2.591 3.046 1.280
H: -4.775 -5.326 1.810
H: 6.695 6.979 3.179
H: 6.176 5.011 -0.476
H: -2.158 -3.747 1.506
H: -2.456 -0.093 -0.505
H: -6.207 -5.297 0.750
H: -1.309 -0.425 6.413

Forces on atoms 1 to 2 (eV/Å):
S 0.1 0.1 0.5
P 1.0 0.5 -0.4

charge = -1
E_LUMO = 2.2 eV
HOMO-LUMO gap = 0.1889 Eh

No. 2
ORCA calculation (wB97M-V/def2-TZVPD) on C16H64AlI3O20P as an isolated structure at a distorted geometry.

Geometry (Å):
I: -0.487 -1.998 -4.411
I: -3.261 0.471 2.719
I: -4.980 -2.799 1.014
P: 0.414 -3.166 2.143
Al: -0.382 -1.070 1.259
O: 5.867 0.613 -5.081
O: -1.882 4.542 1.314
O: 1.226 5.244 3.399
O: -6.155 2.297 0.518
O: 1.545 -2.829 3.376
O: -1.237 7.387 3.179
O: -0.654 -6.091 2.620
O: 4.252 1.635 -0.735
O: -3.956 -4.317 -8.283
O: -1.182 -4.941 -6.546
O: 8.167 1.160 -2.845
O: 1.607 3.599 7.624
O: 0.043 -1.467 6.573
O: 0.091 -3.376 -9.070
O: -2.302 1.683 -5.276
O: 3.636 2.032 1.340
O: 5.576 2.783 -2.994
O: -3.826 -1.235 -5.700
O: -3.484 -5.587 3.228
O: -5.769 -1.751 -3.532
C: 0.328 0.103 3.887
C: 1.906 1.964 4.528
C: -0.051 -0.305 -3.140
C: 0.216 -0.939 -0.680
C: 2.915 2.845 2.298
C: -0.765 -0.475 -1.766
C: 3.538 2.266 0.034
C: -2.422 -1.192 1.598
C: 1.454 -3.997 0.866
C: -3.849 -0.380 -0.407
C: -3.237 -1.544 0.372
C: 3.172 2.256 3.693
C: 2.496 3.254 -0.405
C: 0.449 0.381 2.363
C: 1.575 0.458 4.723
C: 1.396 2.738 -1.028
H: 2.046 5.736 3.509
H: -5.069 -1.581 -4.182
H: -4.827 -0.109 -0.003
H: 1.530 2.058 -1.870
H: -0.470 0.750 4.287
H: -6.730 1.526 0.531
H: -3.102 -1.804 -5.408
H: -1.524 -6.042 3.037
H: 0.390 3.010 -0.699
H: 1.118 5.167 2.445
H: -0.131 -3.792 -8.230
H: -2.726 4.834 0.954
H: 1.032 -0.374 -3.001
H: -1.185 0.507 -1.516
H: 0.787 -4.531 0.176
H: 1.069 3.170 8.296
H: -2.547 -2.004 2.323
H: 5.369 0.900 -4.307
H: -4.592 -5.029 -8.165
H: 3.298 3.870 2.258
H: -4.300 -6.082 3.336
H: -0.742 -2.996 -9.365
H: 2.393 -2.578 2.991
H: -0.581 6.786 3.551
H: 3.837 2.929 4.248
H: -5.756 -2.701 -3.391
H: 2.219 4.152 8.118
H: 1.511 0.462 2.084
H: -0.696 -6.877 2.066
H: -0.825 -1.489 6.984
H: 1.036 2.462 4.081
H: 2.086 -3.312 0.284
H: 8.078 0.558 -2.101
H: -1.580 1.864 -5.885
H: -0.059 1.330 2.124
H: -0.537 -5.655 -6.532
H: -4.005 -0.629 -1.462
H: -3.656 -4.993 2.485
H: -0.003 -0.921 4.088
H: 2.421 -0.181 4.444
H: -1.554 -1.215 -1.932
H: -1.511 6.944 2.371
H: -4.203 -1.692 -6.462
H: 7.295 1.571 -2.925
H: 1.053 -0.221 -0.692
H: -3.196 0.501 -0.363
H: -5.452 2.077 1.139
H: 2.657 4.328 -0.303
H: 0.027 -2.174 5.916
H: 0.648 -1.901 -1.006
H: 6.103 3.390 -2.465
H: 4.966 2.385 -2.346
H: -0.328 0.607 -3.672
H: 3.712 1.317 3.521
H: 1.290 0.316 5.769
H: 2.063 2.400 5.517
H: -3.219 -4.554 -7.706
H: 2.096 -4.745 1.347
H: 6.783 0.791 -4.846
H: 1.840 2.868 2.097
H: -2.671 -2.227 -0.265
H: -2.333 0.720 -5.222
H: -2.124 4.039 2.101
H: -0.767 -4.231 -6.043

Forces on atoms 1 to 2 (eV/Å):
I 0.1 0.1 -0.1
I 0.0 -0.1 -0.1

charge = -1
E_LUMO = 1.4 eV
HOMO-LUMO gap = 0.1915 Eh

No. 3
ORCA calculation (wB97M-V/def2-TZVPD) on a 16-piece molecular cluster, C16H64N32O16 overall at a distorted geometry.

Geometry (Å):
O: -7.680 13.899 -15.148
O: -9.614 8.496 -13.474
O: -13.129 17.787 -8.784
O: -16.148 14.299 -11.641
O: -12.388 15.123 -15.890
O: -11.548 12.883 -12.766
O: -9.887 16.412 -10.088
O: -7.966 13.024 -12.008
O: -11.277 13.386 -8.315
O: -15.622 10.513 -8.693
O: -8.826 18.345 -14.351
O: -6.163 16.922 -10.086
O: -13.115 9.461 -10.112
O: -14.870 9.798 -15.004
O: -7.195 11.812 -8.892
O: -9.194 15.351 -5.593
N: -7.120 14.838 -10.072
N: -8.824 14.699 -7.747
N: -12.068 15.838 -8.817
N: -8.878 10.852 -10.079
N: -9.228 14.706 -16.599
N: -12.635 15.721 -13.761
N: -12.536 10.252 -12.129
N: -14.512 12.311 -9.438
N: -16.381 11.756 -10.491
N: -4.880 15.053 -10.264
N: -7.751 9.581 -8.639
N: -14.870 11.705 -13.794
N: -16.231 16.574 -11.106
N: -7.629 17.161 -12.784
N: -11.483 12.489 -6.264
N: -10.559 9.987 -14.957
N: -8.478 10.267 -14.152
N: -11.029 9.034 -10.980
N: -9.887 14.005 -14.578
N: -12.723 14.147 -11.252
N: -14.268 15.806 -8.295
N: -14.095 11.752 -15.916
N: -13.551 17.028 -15.359
N: -10.876 18.268 -10.945
N: -5.913 12.152 -11.543
N: -10.487 13.846 -11.022
N: -12.098 11.296 -8.087
N: -8.666 18.302 -10.515
N: -17.977 15.257 -10.692
N: -6.277 12.979 -13.572
N: -7.834 13.593 -6.062
N: -9.765 16.642 -13.186
C: -11.602 13.596 -11.744
C: -9.807 17.582 -10.496
C: -9.568 9.497 -14.210
C: -7.910 10.832 -9.161
C: -11.625 12.418 -7.589
C: -8.751 17.468 -13.501
C: -12.882 15.905 -15.075
C: -6.798 12.778 -12.334
C: -8.617 14.633 -6.410
C: -12.238 9.622 -10.979
C: -13.201 16.543 -8.730
C: -8.855 14.195 -15.397
C: -16.702 15.290 -11.188
C: -15.520 11.415 -9.522
C: -14.672 11.000 -14.934
C: -6.068 15.708 -10.189
H: -8.454 11.238 -14.385
H: -10.913 8.285 -10.313
H: -10.615 19.064 -11.500
H: -13.765 12.108 -8.792
H: -17.282 11.309 -10.544
H: -10.597 14.270 -10.111
H: -9.594 13.449 -11.286
H: -15.696 11.275 -13.394
H: -13.629 14.087 -11.685
H: -10.519 8.827 -11.843
H: -5.371 12.675 -13.885
H: -8.904 11.661 -10.680
H: -7.581 16.447 -12.080
H: -18.538 14.588 -11.199
H: -10.770 14.415 -14.827
H: -7.215 13.388 -6.838
H: -8.316 8.865 -9.057
H: -11.393 9.417 -14.964
H: -5.040 11.773 -11.861
H: -10.524 10.790 -15.561
H: -16.396 12.748 -10.713
H: -14.316 12.849 -10.265
H: -13.388 10.772 -12.259
H: -11.617 17.615 -11.151
H: -11.579 11.659 -5.706
H: -12.037 14.833 -8.648
H: -7.072 13.887 -10.393
H: -8.405 14.933 -17.133
H: -15.227 16.009 -8.510
H: -8.003 15.324 -10.162
H: -9.402 10.027 -10.333
H: -6.759 17.534 -13.123
H: -13.721 17.786 -14.723
H: -14.719 12.695 -13.871
H: -8.730 13.773 -8.137
H: -13.026 16.380 -13.113
H: -4.895 14.053 -10.187
H: -8.607 19.101 -11.114
H: -11.110 13.326 -5.842
H: -6.270 11.802 -10.654
H: -14.014 14.843 -8.138
H: -11.242 16.426 -8.818
H: -12.389 14.767 -13.523
H: -13.441 17.276 -16.333
H: -12.376 10.636 -7.381
H: -7.392 13.693 -5.161
H: -9.719 16.081 -12.350
H: -16.871 17.243 -10.735
H: -10.135 14.509 -16.986
H: -10.664 16.785 -13.612
H: -4.112 15.684 -10.105
H: -9.699 13.792 -13.614
H: -6.808 13.292 -14.380
H: -15.371 16.854 -11.543
H: -7.780 9.929 -13.511
H: -12.487 14.852 -10.565
H: -14.027 11.397 -16.853
H: -6.950 9.298 -8.104
H: -11.735 10.402 -12.716
H: -9.473 15.315 -8.203
H: -7.973 17.982 -9.853
H: -12.152 11.160 -9.083
H: -13.681 12.633 -15.662
H: -18.387 16.132 -10.434

Forces on atoms 1 to 2 (eV/Å):
O -1.9 1.6 -2.2
O -0.7 -0.1 -0.9

E_LUMO = -0.5 eV
HOMO-LUMO gap = 0.3085 Eh
energy above the lowest of the compared OMol25 structures with the same formula, charge and spin = 3.282 eV

No. 4
ORCA calculation (wB97M-V/def2-TZVPD) on C16H6AuBrCl5 as an isolated structure at a distorted geometry.

Geometry (Å):
Au: 0.779 1.466 -1.163
Br: 2.739 -0.423 -1.965
Cl: 0.407 4.464 4.578
Cl: 0.816 4.536 -0.815
Cl: 0.490 -0.137 1.782
Cl: 0.324 1.360 4.509
Cl: 0.683 6.088 1.930
C: -0.834 -2.482 -1.208
C: 0.450 2.246 3.054
C: 1.892 -3.048 -1.480
C: 0.967 -4.094 -1.304
C: 0.094 -1.414 -1.358
C: -0.365 -3.815 -1.201
C: -1.790 0.158 -1.220
C: -0.461 -0.111 -1.338
C: -2.219 -2.197 -1.087
C: 1.452 -1.759 -1.536
C: -2.695 -0.919 -1.127
C: 0.518 1.585 1.829
C: 0.493 3.647 3.083
C: 0.610 4.382 1.902
C: 0.667 3.704 0.692
C: 0.630 2.331 0.663
H: 2.945 -3.266 -1.596
H: 1.317 -5.117 -1.288
H: -2.159 1.174 -1.190
H: -1.089 -4.616 -1.124
H: -3.754 -0.714 -1.058
H: -2.904 -3.026 -0.963

Forces on atoms 1 to 2 (eV/Å):
Au 1.0 0.3 -0.6
Br -0.2 0.1 0.0

charge = +1
E_LUMO = -6.3 eV
HOMO-LUMO gap = 0.2128 Eh
energy above the lowest of the compared OMol25 structures with the same formula, charge and spin = 0.000 eV

No. 5
ORCA calculation (wB97M-V/def2-TZVPD) on C16H8AgClIN2O5 as an isolated structure at a distorted geometry.

Geometry (Å):
I: -0.904 -0.820 -6.878
Ag: -0.991 -0.613 -1.245
Cl: 2.731 3.282 -5.904
O: -1.318 -1.473 0.702
O: 0.231 -4.652 4.103
O: -0.960 -4.588 5.961
O: -1.021 0.679 1.275
O: -1.009 -0.640 -3.549
N: -0.505 -4.108 4.939
N: 0.555 0.881 -1.925
C: -1.448 -0.105 4.086
C: 1.642 2.103 -5.125
C: -0.917 -2.697 4.583
C: -1.136 -1.835 5.656
C: -0.138 0.154 -4.052
C: 1.934 2.846 -1.545
C: -1.375 -0.519 5.388
C: 0.024 0.368 -5.467
C: -1.288 -0.960 2.979
C: 1.592 2.023 -3.767
C: -1.041 -2.321 3.276
C: 2.151 3.005 -2.907
C: 0.780 1.008 -3.228
C: 1.119 1.727 -1.110
C: 0.867 1.376 -5.944
C: -1.223 -0.518 1.540
H: 2.393 3.642 -0.836
H: -1.662 0.112 6.230
H: -1.044 -2.239 6.674
H: -0.908 -3.041 2.438
H: 2.719 3.882 -3.207
H: 0.890 1.630 -0.042
H: -1.731 0.916 3.892
H: 0.993 1.495 -6.993

Forces on atoms 1 to 2 (eV/Å):
I -0.4 -0.2 0.0
Ag -0.2 -0.4 -0.2

charge = -1
E_LUMO = 1.9 eV
HOMO-LUMO gap = 0.2361 Eh
energy above the lowest of the compared OMol25 structures with the same formula, charge and spin = 0.000 eV

No. 6
ORCA calculation (wB97M-V/def2-TZVPD) on C16H9Co2N2O6 as an isolated structure at a distorted geometry.

Geometry (Å):
Co: 1.797 -0.305 0.567
Co: 0.635 1.733 1.167
O: 2.264 4.015 0.349
O: -1.975 2.923 0.800
O: 2.022 -0.918 3.417
O: 3.188 -2.827 0.045
O: 4.164 1.407 0.383
O: 0.691 1.753 4.067
N: 0.080 1.018 -4.413
N: -0.536 1.546 -5.212
C: -1.222 -0.613 0.584
C: -3.764 -1.659 1.302
C: 1.671 3.060 0.665
C: 1.359 0.066 -3.644
C: 0.729 1.655 2.929
C: -3.323 -1.754 -0.013
C: 1.839 -0.566 2.351
C: 3.143 0.882 0.452
C: 0.056 0.052 0.176
C: -2.935 -1.122 2.274
C: -1.666 -0.628 1.925
C: -0.909 2.469 0.963
C: -2.040 -1.277 -0.365
C: 2.628 -1.844 0.214
C: 0.862 0.091 -0.984
C: 0.866 -0.351 -2.410
H: -0.208 -0.501 -2.622
H: -3.932 -2.190 -0.791
H: 1.332 -0.881 -4.299
H: 1.539 -1.221 -2.289
H: -4.750 -2.020 1.562
H: -3.238 -1.070 3.304
H: -0.991 -0.220 2.704
H: -1.665 -1.383 -1.403
H: 2.288 0.681 -3.755

Forces on atoms 1 to 2 (eV/Å):
Co 3.2 -0.2 1.6
Co 0.2 0.1 0.3

charge = -1
E_LUMO = 2.3 eV
HOMO-LUMO gap = 0.1573 Eh
energy above the lowest of the compared OMol25 structures with the same formula, charge and spin = 4.450 eV